41
Properties=species:S:1:pos:R:3:mulliken_charge:R:1 method="wB97M-V/def2-TZVPD" e_homo_ev=-14.32 relative_energy_kj_mol=36.7 orbital_gap_ev=6.48 total_charge=+2 molar_mass_g_mol=531.8
Zr 0.600 -0.350 0.345 0.8412
Cl 2.154 -2.688 6.126 -0.0890
C 1.908 -1.754 4.733 0.4576
C 0.622 -1.282 4.431 -0.1280
Cl -0.731 -1.726 5.364 -0.1135
C 0.457 -0.468 3.320 0.9852
Cl -1.093 -0.195 2.567 -0.1450
C 1.558 -0.041 2.565 -0.4972
O 1.409 0.879 1.570 -0.6287
C 2.768 -0.729 2.725 0.5147
Cl 3.858 -0.697 1.387 -0.0907
C 2.969 -1.547 3.830 -0.0418
Cl 4.464 -2.325 4.055 -0.1059
C 2.401 0.747 -1.870 -1.4378
C 2.512 -0.738 -2.124 -0.1106
O 1.539 -1.386 -1.231 -0.1331
C 1.588 -2.828 -1.049 -0.0743
C 0.718 -3.120 0.161 -1.3603
H 3.139 1.276 -2.475 0.4092
H 2.650 1.010 -0.830 0.4267
H 1.420 1.135 -2.149 0.3316
H 3.492 -1.142 -1.872 0.4000
H 2.246 -1.009 -3.144 0.3529
H 2.628 -3.113 -0.887 0.4127
H 1.204 -3.300 -1.952 0.3569
H 1.134 -2.697 1.098 0.2420
H 0.679 -4.190 0.362 0.4482
H -0.333 -2.828 0.002 0.4674
C -0.921 0.617 -0.660 -0.8026
C -1.846 1.314 -1.084 0.7037
C -2.900 2.108 -1.569 0.7589
C -3.722 1.623 -2.600 -0.4995
C -4.758 2.407 -3.064 -0.5439
C -4.976 3.666 -2.513 -0.4162
C -4.162 4.151 -1.494 -0.5578
C -3.125 3.379 -1.015 -0.4359
H -3.537 0.644 -3.020 0.4177
H -5.397 2.044 -3.856 0.4210
H -5.789 4.277 -2.883 0.4141
H -4.343 5.132 -1.077 0.4177
H -2.484 3.742 -0.222 0.4324